{"formula": "C3H6N3O", "method": "the ωB97M-V functional and the def2-TZVPD basis", "species": ["C", "C", "C", "N", "N", "N", "O", "H", "H", "H", "H", "H", "H"], "coordinates": [[0.59614, 1.27638, -0.04900], [-1.71671, 0.60532, 0.91597], [1.21523, -0.67596, -0.86806], [1.50944, 0.71129, -0.67936], [-0.46365, 0.55526, 0.44371], [-0.03725, -1.08292, -0.10621], [-2.43356, -0.36087, 0.97213], [0.74905, 2.33254, 0.29828], [-1.93641, 1.73007, 1.21897], [1.43407, -0.91508, -1.94539], [1.97173, -1.32651, -0.40858], [-1.09001, -1.21900, -0.45817], [0.20193, -1.63051, 0.66571]], "total_energy_ha": -357.03772, "largest_force_ev_per_a": 6.86, "de_lowest_ev": 3.239, "charge": 1, "gap_ev": 9.41}